{
  "formula": "C4H10N4",
  "method": "ωB97M-V/def2-TZVPD",
  "max_force_ev_per_a": 3.93,
  "gap_ev": 9.12,
  "smiles": "C=C=C(C)N(N)NN",
  "energy_ev": -10265.347,
  "elements": ["C", "N", "C", "N", "H", "H", "H", "H", "C", "H", "H", "C", "N", "N", "H", "H", "H", "H"],
  "positions_angstrom": [[1.342, 2.277, -0.084], [-1.115, -1.842, -0.582], [0.917, 1.061, -0.252], [-1.527, 0.306, 1.878], [2.499, -0.774, -1.121], [1.214, -1.623, -1.990], [-0.645, 0.552, 2.316], [-0.939, -2.223, 0.349], [0.516, -0.143, -0.620], [1.522, -2.002, -0.290], [-1.506, 1.309, 0.074], [1.504, -1.200, -1.028], [-0.834, -0.479, -0.635], [-1.601, 0.387, 0.494], [-2.088, -1.980, -0.832], [1.683, 2.647, 0.876], [-2.315, 0.737, 2.347], [1.373, 2.992, -0.900]],
  "mulliken_charge": [-0.8388, -0.6120, 0.0011, -0.3763, 0.3540, 0.3344, 0.1911, 0.2240, 0.7279, 0.2686, 0.2597, -1.1952, 0.0571, -0.3930, 0.2628, 0.2432, 0.2479, 0.2434]
}



{
  "formula": "C2H7NSi",
  "method": "ωB97M-V/def2-TZVPD",
  "max_force_ev_per_a": 8.51,
  "gap_ev": [7.51, 9.33],
  "energy_ev": -11549.424,
  "elements": ["H", "H", "C", "H", "N", "H", "C", "H", "H", "Si", "H"],
  "positions_angstrom": [[-2.883, 1.195, -0.039], [0.887, -1.460, -0.414], [0.867, -0.417, -0.178], [2.651, -0.193, 0.846], [-0.651, 0.587, -0.510], [-2.720, -1.294, -0.763], [2.092, 0.296, 0.099], [1.867, 1.340, 0.399], [-2.566, -0.232, 1.401], [-2.107, -0.109, -0.019], [2.564, 0.288, -0.822]],
  "mulliken_charge": [-0.1067, 0.3996, -0.1307, 0.3341, -0.3083, -0.0986, -0.8565, 0.2776, -0.0894, 0.2965, 0.2824]
}



{
  "formula": "C6H11N3",
  "method": "ωB97M-V/def2-TZVPD",
  "max_force_ev_per_a": 5.28,
  "gap_ev": 9.87,
  "smiles": "C[C@@H]1N[C@@H]1/C=N/N1CC1",
  "energy_ev": -10864.928,
  "elements": ["H", "N", "N", "H", "C", "N", "H", "C", "C", "C", "H", "H", "H", "H", "H", "H", "C", "H", "C", "H"],
  "positions_angstrom": [[0.277, -1.619, 0.562], [-0.636, 0.303, -0.478], [2.830, 0.449, -0.473], [-0.099, 1.774, -1.488], [2.124, -0.808, -0.378], [-1.769, 1.022, -0.175], [-1.581, -0.244, 1.755], [-2.863, 0.199, -0.007], [1.297, -1.229, 0.811], [-2.135, 0.460, 1.199], [1.982, -1.761, 1.605], [-3.754, 0.915, -0.080], [-3.091, -0.718, -0.546], [2.734, -1.709, -0.837], [-2.739, 1.193, 1.725], [1.937, 0.044, -2.411], [1.636, 0.245, -1.408], [2.493, 0.896, 0.528], [0.218, 0.828, -1.202], [1.138, -0.238, 1.300]],
  "mulliken_charge": [0.3040, 0.0238, -0.5746, 0.5848, 0.1233, -0.4589, 0.2788, -0.2610, -0.9978, -0.4517, 0.2977, 0.2066, 0.3178, 0.3015, 0.2429, 0.3631, -0.3249, 0.3770, -0.5430, 0.1907]
}



{
  "formula": "C4H7NO2",
  "method": "ωB97M-V/def2-TZVPD",
  "max_force_ev_per_a": 0.46,
  "gap_ev": 9.02,
  "smiles": "CO/C(N)=C/C=O",
  "energy_ev": -9845.294,
  "elements": ["H", "H", "H", "C", "C", "H", "C", "O", "H", "H", "N", "C", "H", "O"],
  "positions_angstrom": [[0.054, -1.228, -2.039], [1.388, 0.908, -0.239], [1.437, 0.344, 1.612], [0.484, -0.081, 1.939], [0.572, 0.374, -0.708], [0.348, 0.131, 2.994], [-0.631, 0.376, -0.053], [-0.685, 0.477, 1.285], [-1.853, 0.532, -1.657], [-2.700, 0.258, -0.178], [-1.826, 0.280, -0.681], [0.887, -0.539, -1.763], [0.530, -1.159, 1.748], [1.994, -0.673, -2.260]],
  "mulliken_charge": [0.2973, 0.5173, 0.3033, -0.6654, -0.6806, 0.2418, 0.6191, -0.3982, 0.2478, 0.2439, -0.3973, -0.0896, 0.3213, -0.5609]
}



{
  "formula": "C7H14Si",
  "method": "ωB97M-V/def2-TZVPD",
  "max_force_ev_per_a": 11.95,
  "spin_multiplicity": 3,
  "gap_ev": [5.85, 7.65],
  "energy_ev": -15358.050,
  "elements": ["H", "H", "C", "C", "H", "C", "C", "H", "H", "H", "H", "C", "H", "H", "C", "Si", "H", "C", "H", "H", "H", "H"],
  "positions_angstrom": [[2.323, 0.197, 1.687], [2.966, 0.924, -1.263], [1.984, 0.799, -1.663], [-2.547, -2.139, 0.563], [0.693, -1.938, 0.926], [1.655, 0.927, 1.392], [-1.597, -1.194, 0.512], [-0.910, 2.063, -0.485], [-2.763, 0.532, 0.198], [2.138, 1.796, 1.268], [-3.574, -1.995, 0.563], [-1.778, 0.289, 0.463], [0.880, 0.933, 2.223], [1.824, -0.046, -2.415], [-0.006, -1.409, 0.227], [0.776, 0.347, -0.270], [-0.005, -1.936, -0.805], [-0.922, 0.957, -0.625], [1.685, 1.722, -2.153], [-1.592, 0.640, 1.447], [-1.212, 0.734, -1.677], [-2.202, -3.211, 0.689]],
  "mulliken_charge": [0.4124, 0.3077, -1.0891, -1.1805, 0.3704, -1.2426, 0.4028, 0.3745, 0.4500, 0.3895, 0.4457, -0.7492, 0.2852, 0.2938, -0.6316, 0.2963, 0.2195, -0.6633, 0.3465, 0.3105, 0.3804, 0.2708]
}



{
  "formula": "C3H6Si",
  "method": "ωB97M-V/def2-TZVPD",
  "max_force_ev_per_a": 7.01,
  "gap_ev": 10.85,
  "smiles": "C#C[SiH2]C",
  "energy_ev": -11082.947,
  "elements": ["C", "Si", "H", "H", "C", "H", "H", "C", "H", "H"],
  "positions_angstrom": [[-2.071, 1.024, 1.045], [0.224, 0.216, -1.043], [1.713, -1.799, -0.409], [-0.475, -0.057, -2.302], [1.228, -0.908, 0.147], [1.899, -0.209, 0.576], [-2.989, 0.953, 1.667], [-1.232, 0.776, 0.271], [1.079, 1.421, -0.957], [0.624, -1.417, 1.006]],
  "mulliken_charge": [0.4252, 0.4724, 0.2797, -0.1034, -0.8886, 0.2712, 0.3357, -0.9803, -0.0876, 0.2756]
}